# 1
{
  "formula": "C25H49ClN7O17S",
  "method": "wB97M-V/def2-TZVPD",
  "species": ["H", "C", "C", "H", "H", "H", "H", "C", "H", "H", "O", "C", "C", "H", "O", "O", "O", "H", "H", "H", "H", "O", "H", "O", "H", "C", "H", "C", "H", "C", "N", "H", "H", "H", "H", "H", "N", "H", "C", "N", "H", "C", "H", "H", "C", "H", "H", "O", "H", "C", "S", "C", "N", "H", "N", "N", "H", "O", "C", "C", "O", "H", "N", "C", "H", "H", "H", "C", "C", "H", "H", "H", "H", "O", "O", "O", "H", "H", "C", "H", "O", "C", "Cl", "C", "H", "C", "H", "H", "O", "O", "O", "C", "C", "H", "H", "H", "C", "H", "H", "O"],
  "coordinates": [[3.150, -8.846, 1.379], [-7.453, -4.724, -2.016], [-0.817, 2.590, -2.829], [-3.569, 0.603, -0.042], [-3.926, -0.548, -1.319], [2.681, -7.360, 2.284], [2.440, -2.103, 1.060], [1.385, 2.265, -2.085], [1.407, 0.048, 4.268], [0.337, -7.292, 1.225], [4.445, -5.965, 1.074], [-2.054, -0.919, -0.407], [2.065, 1.229, 0.028], [4.295, -8.084, 2.532], [-1.190, -0.331, 0.584], [2.289, 6.717, -3.179], [-6.869, -2.976, -0.624], [4.337, 8.783, -2.407], [0.338, 0.167, 2.901], [0.862, 3.128, -3.841], [2.166, 0.145, 0.003], [-4.289, 1.248, 2.144], [-6.047, -0.064, 0.113], [1.273, -5.557, 1.832], [2.562, -4.196, 1.031], [-0.400, 1.561, -0.717], [-0.524, -6.325, 2.454], [-5.684, -0.629, 0.971], [0.142, -3.056, 0.184], [-3.494, -0.450, -0.319], [4.029, -7.054, 0.740], [0.345, 5.747, 0.964], [2.432, 2.392, -2.309], [-2.359, 1.939, -1.529], [-4.598, -2.227, 0.168], [4.593, 7.359, -3.468], [-1.620, 6.528, -1.098], [0.930, 5.752, 2.661], [-0.993, 0.996, 0.552], [3.309, -2.639, -1.891], [0.301, 6.571, -1.936], [2.026, 1.746, 1.488], [5.144, -3.300, -2.633], [-8.366, -4.222, -2.321], [4.432, -3.618, -1.878], [-1.649, -0.769, -1.411], [4.077, 8.932, -4.164], [4.006, -7.468, -0.400], [0.695, -2.164, 3.493], [1.441, -2.009, 1.490], [-5.499, 0.505, 2.322], [-4.335, -1.284, 0.642], [2.422, 5.512, 1.227], [-1.479, 2.959, -3.597], [2.594, 7.898, -3.128], [0.506, 2.694, -3.000], [-6.447, -1.350, 1.244], [3.577, -1.476, -1.657], [3.491, -7.918, 1.823], [1.342, -0.143, 3.195], [2.192, -3.056, -2.111], [-0.154, -3.463, 1.858], [-6.509, -3.673, -1.551], [0.981, 1.679, -0.904], [-0.409, 4.955, -1.710], [2.986, 1.610, -0.412], [2.769, 2.540, 1.533], [1.511, -1.649, 2.987], [-1.294, 2.024, -1.684], [-0.505, -5.807, 0.770], [3.013, 1.200, 3.290], [1.217, 7.169, 1.619], [0.954, -1.172, 0.995], [-1.326, 6.542, 0.080], [-1.203, 1.731, 1.474], [2.449, 4.781, 0.251], [-6.991, -5.254, -2.839], [-7.645, -5.378, -1.171], [2.454, 0.683, 2.510], [-3.788, -1.471, 1.567], [-2.665, 6.918, -1.566], [4.024, 8.266, -3.308], [-7.037, 1.789, 1.984], [1.114, 6.088, 1.645], [1.072, 2.203, 1.743], [-0.599, 5.975, -2.028], [-0.994, 6.023, -3.036], [-2.004, -1.990, -0.223], [-5.440, -3.566, -2.114], [-5.761, -0.178, 3.548], [1.808, 8.794, -2.933], [0.086, -6.282, 1.554], [1.526, -4.508, 0.916], [2.461, -1.965, 3.419], [1.386, -4.868, -0.107], [4.881, -3.580, -0.889], [0.638, -3.268, 1.135], [3.172, 0.012, 2.036], [4.030, -4.601, -2.088], [3.390, 5.799, 1.889]],
  "lowdin_charge": [0.098, 0.059, -0.037, 0.099, 0.130, 0.080, 0.100, 0.043, 0.110, 0.084, 0.047, -0.139, -0.106, 0.104, 0.019, 0.028, 0.059, 0.106, 0.098, 0.186, 0.098, -0.338, 0.096, -0.211, 0.102, -0.001, 0.091, -0.295, 0.093, -0.172, -0.440, 0.053, 0.158, 0.137, 0.095, 0.095, -0.428, 0.110, -0.452, -0.441, 0.071, -0.160, 0.102, 0.105, 0.060, 0.127, 0.106, 0.065, 0.111, -0.204, 0.330, -0.206, -0.441, 0.149, -0.441, 0.121, 0.095, 0.040, 0.053, -0.185, 0.063, 0.117, -0.436, -0.086, 0.073, 0.120, 0.096, -0.179, 0.044, 0.089, 0.110, 0.109, 0.071, 0.047, 0.193, 0.024, 0.097, 0.105, -0.173, 0.128, 0.097, 0.059, 0.407, 0.052, 0.100, 0.046, 0.102, 0.130, 0.071, -0.317, 0.087, -0.095, -0.227, 0.117, 0.115, 0.101, -0.155, 0.111, 0.096, 0.084],
  "multiplicity": 1,
  "e_homo_ev": -11.45,
  "total_charge": 1
}

***

# 2
{
  "formula": "H12O6Zn",
  "method": "wB97M-V/def2-TZVPD",
  "species": ["O", "H", "H", "H", "H", "H", "Zn", "H", "O", "O", "O", "H", "H", "H", "H", "O", "H", "O", "H"],
  "coordinates": [[-0.990, 0.077, -1.789], [-0.437, 2.823, -0.067], [-0.540, -0.154, -2.582], [0.308, -2.584, -0.260], [-2.508, -0.473, 1.271], [2.412, 0.166, -1.432], [-0.036, 0.086, 0.074], [-1.887, 0.090, -2.072], [0.224, 2.138, 0.184], [-0.354, -1.877, 0.063], [-1.855, 0.228, 1.029], [2.109, -1.099, -0.493], [-1.250, -2.213, -0.137], [1.096, 2.548, 0.024], [-2.353, 1.017, 0.782], [1.094, 0.020, 1.941], [2.002, 0.129, 1.726], [1.801, -0.193, -0.812], [1.164, -0.731, 2.548]],
  "nbo_charge": [-1.001, 0.533, 0.517, 0.537, 0.537, 0.540, 1.753, 0.520, -1.017, -1.030, -1.014, 0.522, 0.534, 0.531, 0.521, -0.975, 0.497, -1.025, 0.521],
  "relative_energy_ev": 0.924,
  "multiplicity": 1,
  "e_homo_ev": -20.40,
  "total_charge": 2
}

***

# 3
{
  "formula": "C15H20NO4Pb",
  "method": "wB97M-V/def2-TZVPD",
  "species": ["Pb", "C", "H", "H", "N", "H", "H", "H", "H", "H", "O", "C", "H", "C", "C", "H", "C", "C", "H", "O", "O", "H", "H", "C", "H", "C", "H", "H", "O", "C", "C", "H", "H", "C", "C", "H", "C", "C", "H", "H", "C"],
  "coordinates": [[0.006, -0.383, 0.953], [-0.736, -1.369, -2.163], [1.414, 1.591, -2.630], [-2.059, -2.711, -0.948], [-2.187, -2.022, 2.343], [0.270, -3.741, -0.001], [-1.444, -0.821, -2.788], [-3.165, 1.178, 1.682], [2.312, -2.328, -1.133], [3.312, -0.348, -2.477], [-0.950, -1.845, 2.760], [-1.052, -2.374, -1.210], [3.493, 1.161, 1.905], [3.247, 1.622, -1.431], [0.675, -1.245, -2.221], [0.161, 3.503, 0.027], [-0.668, 2.795, 0.127], [1.243, -2.179, -1.306], [-3.027, 0.675, -0.975], [-2.972, -2.703, 2.987], [-2.520, -1.448, 1.239], [2.285, 2.340, 1.708], [4.931, 0.509, -2.701], [-1.256, 2.048, -0.938], [1.589, 3.032, -1.583], [-2.421, 1.579, 0.995], [-1.221, 2.980, 2.296], [3.504, 3.323, 0.064], [1.945, 0.644, 0.533], [3.631, 2.190, -0.048], [2.768, 1.534, 1.102], [1.234, -0.586, -2.899], [4.725, 2.013, 0.221], [0.169, -2.899, -0.697], [3.968, 0.419, -1.934], [4.355, -0.171, -1.020], [2.200, 2.300, -2.225], [-2.336, 1.304, -0.398], [-0.960, 2.094, -1.991], [2.482, 2.966, -3.202], [-1.391, 2.510, 1.317]],
  "nbo_charge": [1.567, -0.326, 0.316, 0.225, 0.704, 0.213, 0.201, 0.221, 0.191, 0.298, -0.644, -0.349, 0.118, 0.593, -0.378, 0.180, -0.359, -0.387, 0.218, -0.441, -0.522, 0.142, 0.281, -0.325, 0.273, -0.327, 0.203, 0.233, -0.987, -0.565, 0.018, 0.166, 0.224, -0.402, -0.785, 0.265, -0.802, -0.351, 0.192, 0.287, -0.378],
  "multiplicity": 1,
  "e_homo_ev": [-3.72, -3.55],
  "total_charge": -1
}

***

# 4
{
  "formula": "C21H14Br2ClNO4PReS2Se2",
  "method": "wB97M-V/def2-TZVPD",
  "species": ["C", "C", "C", "S", "Re", "C", "H", "C", "H", "O", "C", "C", "Br", "H", "C", "P", "H", "O", "C", "H", "Cl", "H", "H", "C", "C", "H", "C", "C", "H", "Se", "H", "C", "S", "C", "C", "H", "C", "Br", "O", "C", "C", "C", "H", "H", "O", "C", "H", "N", "Se"],
  "coordinates": [[12.588, 7.613, 15.848], [13.670, 12.849, 15.238], [12.870, 10.763, 16.091], [9.778, 13.332, 12.037], [10.232, 8.882, 11.833], [13.855, 12.302, 13.950], [11.099, 7.219, 6.913], [10.417, 7.725, 7.608], [13.698, 10.496, 12.756], [10.441, 13.836, 10.877], [7.857, 9.422, 10.431], [8.267, 8.792, 8.030], [6.188, 9.296, 6.020], [10.762, 6.316, 15.870], [12.936, 10.266, 14.796], [12.096, 8.761, 14.445], [13.111, 12.460, 17.354], [8.341, 13.300, 12.045], [13.561, 10.967, 13.759], [11.620, 5.076, 17.849], [9.370, 6.539, 11.885], [13.858, 13.912, 15.332], [12.535, 10.073, 16.906], [13.436, 6.189, 18.029], [6.923, 9.142, 7.776], [14.621, 8.467, 15.668], [14.331, 7.010, 17.386], [8.671, 8.937, 9.371], [8.979, 7.949, 6.054], [12.331, 7.625, 12.333], [5.102, 10.000, 8.531], [11.702, 6.643, 16.364], [11.297, 10.584, 11.359], [10.689, 7.782, 8.946], [12.206, 5.908, 17.466], [13.683, 5.654, 18.976], [13.239, 12.075, 16.331], [5.198, 9.852, 11.512], [8.403, 9.477, 11.635], [9.170, 8.170, 7.132], [13.936, 7.746, 16.252], [6.139, 9.668, 8.792], [14.198, 12.853, 13.103], [11.589, 7.476, 9.448], [10.554, 12.864, 13.156], [6.506, 9.594, 10.152], [15.344, 7.010, 17.743], [9.873, 8.428, 9.792], [9.963, 9.079, 14.273]],
  "mulliken_spin": [0.017, -0.005, 0.000, 0.060, 2.079, 0.020, 0.000, -0.024, -0.022, 0.009, -0.031, -0.012, 0.001, -0.001, 0.017, 0.053, 0.001, 0.011, 0.000, 0.000, 0.043, 0.000, 0.000, 0.002, 0.042, 0.001, 0.001, 0.065, 0.003, -0.005, -0.001, -0.002, 0.644, 0.016, 0.001, 0.000, 0.003, 0.003, -0.058, 0.046, 0.004, -0.020, 0.001, 0.010, 0.007, 0.045, 0.000, -0.027, 0.004],
  "relative_energy_ev": 2.891,
  "multiplicity": 4,
  "e_homo_ev": [-3.06, -4.64],
  "total_charge": -1,
  "s2": 3.78
}

***

no.,calculated total energy (Ha)
1,-3501.91446
2,-2237.42295
3,-1131.84194
4,-12791.56667